# C16H45CrCuO13

A molecular structure, C16H45CrCuO13 at a distorted geometry (the ωB97M-V functional and the def2-TZVPD basis, OMol25).

Its expectation value of S² is 8.784. As for the multiplicity: 6. The total charge is +1.

Last column: Mulliken spin population.
Positions of all 76 atoms, in Å:
Cr1 1.823 3.064 -0.858  4.0894
Cu1 -1.431 2.563 -0.679  0.3322
C1 -0.355 -0.889 -0.747  -0.0012
C2 0.515 0.127 -1.521  -0.0018
O1 0.544 1.465 -1.095  -0.0539
H1 -1.432 -0.857 -0.907  -0.0013
H2 -0.227 -0.829 0.341  -0.0039
H3 -0.033 -1.921 -0.909  -0.0014
H4 0.033 0.135 -2.506  0.0034
H5 1.545 -0.228 -1.615  0.0087
C3 -0.439 1.078 3.360  0.0140
C4 -1.488 1.437 2.348  0.0099
O2 -1.197 2.465 1.479  0.6270
H6 0.572 0.893 3.000  0.0015
H7 -0.789 0.201 3.911  -0.0018
H8 -0.356 1.848 4.132  0.0021
H9 -2.450 1.449 2.883  0.0201
H10 -1.703 0.572 1.695  0.0219
C5 -0.148 5.945 -2.644  0.0098
C6 -0.037 5.643 -1.151  -0.0064
O3 0.025 4.283 -0.872  -0.0292
H11 0.781 5.715 -3.180  0.0019
H12 -0.552 6.924 -2.892  0.0000
H13 -0.779 5.192 -3.129  0.0002
H14 -0.912 6.165 -0.738  0.0010
H15 0.801 6.173 -0.681  -0.0090
C7 1.975 -2.725 1.684  0.0000
C8 1.226 -1.961 2.771  -0.0015
O4 1.241 -2.826 3.908  0.0000
O5 1.274 -3.872 1.242  0.0000
H16 3.014 -2.864 1.985  0.0000
H17 1.979 -2.071 0.806  0.0005
H18 0.201 -1.784 2.436  0.0013
H19 1.732 -1.032 3.041  -0.0002
H20 0.935 -2.337 4.678  0.0000
H21 1.409 -4.593 1.866  0.0000
C9 3.555 -2.579 -2.699  0.0005
C10 2.466 -3.553 -2.208  -0.0003
O6 2.961 -4.901 -2.213  0.0000
O7 4.416 -3.180 -3.650  0.0000
H22 4.128 -2.272 -1.814  -0.0004
H23 3.184 -1.619 -3.073  -0.0007
H24 1.581 -3.559 -2.848  -0.0001
H25 2.139 -3.321 -1.195  0.0001
H26 2.702 -5.220 -3.081  0.0000
H27 4.573 -2.538 -4.347  0.0000
C11 -4.493 1.634 -0.403  -0.0005
C12 -4.208 2.989 0.304  -0.0035
O8 -3.391 3.814 -0.510  0.0032
O9 -3.259 1.060 -0.823  0.0021
H28 -5.142 1.882 -1.243  -0.0001
H29 -5.001 1.008 0.331  -0.0003
H30 -3.748 2.934 1.293  -0.0016
H31 -5.197 3.415 0.500  0.0000
H32 -3.563 4.748 -0.367  0.0000
H33 -3.510 0.281 -1.338  -0.0008
C13 4.245 0.574 -0.435  0.0076
C14 5.548 0.662 0.335  -0.0012
O10 5.228 0.505 1.704  -0.0001
O11 3.242 1.521 0.014  -0.0438
H34 3.834 -0.434 -0.355  -0.0020
H35 4.463 0.660 -1.502  0.0023
H36 6.110 1.582 0.164  0.0005
H37 6.171 -0.187 0.044  -0.0001
H38 5.309 1.319 2.206  0.0001
H39 3.184 1.166 0.919  0.0061
C15 -4.087 -3.328 1.039  0.0000
C16 -4.332 -3.064 -0.440  0.0002
O12 -5.032 -1.841 -0.568  0.0000
O13 -5.191 -3.944 1.726  0.0000
H40 -3.660 -2.429 1.487  -0.0001
H41 -3.324 -4.118 1.084  0.0001
H42 -4.834 -3.847 -1.016  0.0000
H43 -3.342 -3.024 -0.900  -0.0001
H44 -5.894 -1.833 -0.146  0.0000
H45 -5.128 -3.511 2.585  0.0000

# C8H17N2

3 unconnected molecules or ions with the total composition C8H17N2 at a distorted geometry (the ωB97M-V functional and the def2-TZVPD basis, OMol25).

The total charge is +1.

Last column: natural (NBO) charge in e.
Positions of all 27 atoms, in Å:
C1 1.960 0.135 -1.777  0.0331
C2 1.424 1.207 -1.869  -0.3021
C3 2.503 -1.205 -1.900  -0.7056
C4 -1.233 -0.613 2.474  -0.6042
C5 0.617 -1.659 1.197  -0.5676
C6 0.895 0.738 1.987  -0.5716
C7 -0.632 0.082 0.300  0.5464
C8 -0.094 -0.366 1.546  -0.2134
N1 -1.279 0.397 -0.585  -0.5141
N2 -2.756 1.676 -2.248  -0.8972
H1 3.418 -1.230 -1.221  0.2537
H2 1.732 -1.872 -1.520  0.2375
H3 2.673 -1.218 -3.014  0.2671
H4 -0.987 -0.625 3.520  0.2431
H5 -1.748 -1.674 2.346  0.2301
H6 -2.140 0.066 2.369  0.2303
H7 0.760 -2.197 2.079  0.2299
H8 1.581 -1.353 0.826  0.2165
H9 0.110 -2.206 0.483  0.2172
H10 1.588 0.893 1.130  0.2309
H11 1.353 0.628 2.866  0.2268
H12 0.360 1.711 1.957  0.2160
H13 -2.679 1.515 -3.219  0.4295
H14 -2.484 2.598 -2.048  0.4284
H15 -3.756 1.567 -1.899  0.4457
H16 -2.088 0.912 -1.801  0.4736
H17 0.904 2.092 -1.975  0.2198

# C3H11N3

C3H11N3 in the gas phase at a distorted geometry (the ωB97M-V functional and the def2-TZVPD basis, OMol25).

As for the SMILES: NCCC(N)N.

Last column: natural (NBO) charge in e.
Positions of all 17 atoms, in Å:
C1 0.997 -0.776 0.155  0.1281
C2 -0.316 -0.498 -0.922  -0.4275
C3 -0.700 0.882 -0.588  -0.2344
N1 2.153 0.008 -0.193  -0.8447
N2 0.694 -0.752 1.575  -0.8531
N3 -2.276 0.644 -0.269  -0.8788
H1 1.237 -1.817 -0.088  0.1691
H2 2.022 0.984 0.051  0.3450
H3 2.967 -0.325 0.314  0.3676
H4 0.387 0.168 1.873  0.3453
H5 -0.029 -1.422 1.810  0.3598
H6 -2.442 0.359 0.693  0.3516
H7 -2.841 1.448 -0.523  0.3555
H8 -1.019 -1.307 -0.750  0.2224
H9 0.122 -0.585 -1.912  0.2175
H10 -0.276 1.461 0.238  0.1751
H11 -0.681 1.528 -1.464  0.2014

# C15H17NO4S

C15H17NO4S in the gas phase at a distorted geometry (the ωB97M-V functional and the def2-TZVPD basis, OMol25).

Last column: natural (NBO) charge in e.
Positions of all 38 atoms, in Å:
C1 -6.242 -1.128 1.166  -0.5918
H1 -7.300 -1.366 1.248  0.2092
H2 -5.680 -2.057 1.103  0.2053
H3 -5.933 -0.602 2.066  0.2061
C2 -5.984 -0.264 -0.070  -0.4173
C3 -4.523 0.064 -0.182  0.0007
C4 -4.001 1.193 0.439  -0.2060
C5 -2.652 1.479 0.376  -0.1974
C6 -1.792 0.629 -0.316  -0.0533
C7 -2.308 -0.505 -0.943  -0.1815
C8 -3.658 -0.779 -0.872  -0.2206
H4 -4.053 -1.657 -1.363  0.2115
H5 -1.634 -1.145 -1.489  0.2266
C9 -0.376 0.902 -0.392  0.4666
N1 0.524 0.140 -0.944  -0.4735
C10 1.716 0.787 -0.770  0.0181
C11 1.484 1.953 -0.087  0.2883
O1 0.150 2.024 0.146  -0.4034
C12 2.377 3.041 0.378  -0.6798
H6 2.545 3.765 -0.421  0.2234
H7 3.334 2.624 0.682  0.2722
H8 1.920 3.556 1.219  0.2325
C13 2.981 0.198 -1.240  -0.6256
H9 2.786 -0.620 -1.928  0.2661
H10 3.634 0.941 -1.694  0.2465
S1 4.001 -0.532 0.145  1.2887
O2 4.411 0.607 0.971  -0.9924
C14 2.606 -1.298 1.121  -0.7208
C15 1.718 -2.147 0.261  0.8007
O3 2.078 -2.740 -0.719  -0.5992
O4 0.473 -2.196 0.738  -0.6741
H11 -0.103 -2.695 0.139  0.5016
H12 3.098 -1.922 1.869  0.2622
H13 2.049 -0.512 1.627  0.2582
H14 -2.255 2.359 0.860  0.2240
H15 -4.663 1.857 0.977  0.2107
H16 -6.312 -0.803 -0.961  0.2088
H17 -6.566 0.657 0.007  0.2089

# C6H18GdN3O3PS8Sb

A molecular structure, C6H18GdN3O3PS8Sb at a distorted geometry (the ωB97M-V functional and the def2-TZVPD basis, OMol25).

Its expectation value of S² is 15.975. As for the multiplicity: 8. The total charge is -2.

Last column: Mulliken spin population.
Positions of all 41 atoms, in Å:
Gd1 -0.368 -0.446 -0.999  7.3840
S1 -4.318 1.609 -0.197  0.0003
Sb1 -3.871 0.699 -2.308  0.0059
S2 -3.241 -1.551 -1.256  -0.0078
S3 -1.524 1.339 -2.784  -0.1603
S4 -1.886 -2.385 -2.537  -0.1317
S5 2.149 -3.191 -1.655  -0.0025
S6 3.851 -3.309 -0.627  0.0000
S7 4.331 -1.662 0.511  -0.0003
S8 2.802 -0.800 1.296  -0.0019
C1 0.371 2.692 2.812  0.0004
P1 -0.899 2.155 1.668  0.0020
C2 -2.093 1.202 2.724  0.0003
C3 -1.718 3.586 0.948  0.0006
O1 -0.345 1.194 0.633  -0.0259
H1 0.077 3.636 3.308  -0.0001
H2 1.289 2.927 2.213  -0.0001
H3 0.563 2.004 3.617  0.0000
H4 -2.507 1.748 3.596  -0.0001
H5 -1.496 0.368 3.146  -0.0003
H6 -2.920 0.876 2.059  -0.0001
H7 -1.787 4.339 1.757  -0.0001
H8 -2.703 3.264 0.538  0.0001
H9 -1.109 3.983 0.101  0.0002
N1 0.008 -4.295 0.804  0.0006
C4 -0.433 -3.178 1.394  -0.0002
N2 -0.928 -3.183 2.659  0.0004
O2 -0.328 -2.074 0.769  -0.0370
H10 0.230 -5.123 1.312  0.0001
H11 0.567 -4.212 -0.082  0.0000
H12 -1.246 -4.073 3.072  0.0000
H13 -1.435 -2.359 2.947  0.0000
C5 2.074 1.496 -3.794  0.0008
C6 2.122 0.241 -3.039  -0.0059
N3 2.807 -0.777 -3.515  -0.0019
O3 1.507 0.181 -1.928  -0.0188
H14 2.670 1.382 -4.730  -0.0003
H15 2.399 2.291 -3.140  0.0002
H16 1.018 1.712 -4.022  -0.0005
H17 3.389 -0.633 -4.331  0.0001
H18 2.932 -1.671 -2.939  0.0001

# C19H31GeN3O6PtS3Se

A molecular structure, C19H31GeN3O6PtS3Se at a distorted geometry (the ωB97M-V functional and the def2-TZVPD basis, OMol25).

Its expectation value of S² is 0.755. As for the multiplicity: 2. The total charge is +1.

Last column: natural (NBO) charge in e.
Positions of all 65 atoms, in Å:
Pt1 0.162 -1.071 -0.723  1.3472
C1 -1.486 3.443 2.063  -0.6234
C2 -0.067 2.904 2.035  0.2775
C3 0.497 2.873 3.452  -0.6488
C4 0.824 3.765 1.159  -0.6280
O1 -0.112 1.570 1.441  -1.0359
Ge1 0.046 0.062 2.352  1.4281
O2 1.628 -0.565 1.216  -0.7951
C5 2.753 -1.492 1.632  0.3115
C6 2.624 -2.789 0.864  -0.6651
C7 2.606 -1.743 3.129  -0.6399
C8 4.072 -0.802 1.362  -0.6691
O3 -0.951 -0.980 1.022  -0.9223
C9 -2.365 -1.397 1.252  0.2933
C10 -3.287 -0.691 0.287  -0.6470
C11 -2.462 -2.903 1.094  -0.6467
C12 -2.717 -1.012 2.683  -0.6453
H1 -1.527 4.387 2.605  0.2304
H2 -1.866 3.617 1.055  0.2080
H3 -2.151 2.734 2.561  0.2120
H4 0.617 3.889 3.825  0.2393
H5 -0.164 2.343 4.142  0.2208
H6 1.477 2.388 3.477  0.2122
H7 0.943 4.753 1.602  0.2311
H8 1.815 3.317 1.061  0.2080
H9 0.406 3.890 0.158  0.2148
H10 1.626 -3.217 0.990  0.2262
H11 2.822 -2.647 -0.199  0.2357
H12 3.349 -3.511 1.238  0.2521
H13 1.649 -2.208 3.366  0.2278
H14 3.404 -2.418 3.433  0.2491
H15 2.692 -0.818 3.699  0.2286
H16 4.238 -0.670 0.297  0.2498
H17 4.101 0.174 1.850  0.2213
H18 4.886 -1.408 1.755  0.2483
H19 -3.019 -0.921 -0.746  0.2278
H20 -4.312 -1.022 0.449  0.2420
H21 -3.252 0.389 0.437  0.2065
H22 -2.213 -3.215 0.086  0.2485
H23 -1.786 -3.403 1.789  0.2141
H24 -3.480 -3.226 1.313  0.2292
H25 -2.638 0.068 2.841  0.2112
H26 -3.746 -1.303 2.890  0.2486
H27 -2.071 -1.516 3.403  0.2274
O4 1.687 -1.451 -2.087  -0.9106
S1 2.573 -0.223 -2.046  2.2809
O5 2.227 0.785 -2.990  -0.8588
O6 3.934 -0.496 -1.763  -0.8685
S2 1.598 0.596 -0.284  0.4317
Se1 -1.740 1.772 -1.419  1.0078
N1 -0.986 0.263 -2.108  -0.7273
C13 -0.878 0.439 -3.421  0.2471
C14 -0.347 -0.499 -4.360  -0.2666
C15 -0.372 -0.181 -5.671  -0.1221
C16 -0.913 1.068 -6.161  -0.1848
C17 -1.426 1.982 -5.318  -0.1891
C18 -1.412 1.694 -3.904  0.0815
N2 -1.900 2.514 -3.002  -0.5516
H28 0.089 -1.425 -4.021  0.2489
H29 0.037 -0.881 -6.386  0.2348
H30 -0.895 1.262 -7.224  0.2359
H31 -1.862 2.910 -5.656  0.2448
S3 -1.189 -4.011 -3.848  -0.0365
C19 -0.951 -3.174 -2.520  0.1875
N3 -0.842 -2.560 -1.508  -0.7471

Quick rundown of ΔE to the lowest compared entry with this formula, charge and spin, same order as above: 29.86; 83.44; 37.78; 36.61; 11.28; 64.50 kcal/mol